#i
{"formula": "C6H29NO8", "method": "wB97M-V/def2-TZVPD", "species": ["C", "C", "C", "C", "C", "N", "C", "O", "H", "H", "H", "H", "H", "H", "H", "H", "H", "H", "H", "H", "H", "H", "H", "O", "H", "H", "O", "H", "H", "O", "H", "H", "O", "H", "H", "O", "H", "H", "O", "H", "H", "O", "H", "H"], "xyz": [[2.5839, 2.8591, -1.1616], [2.4669, 1.6669, -0.1800], [1.4285, 0.6667, -0.5163], [-0.0417, 1.2019, -0.4353], [-0.3876, 1.3169, 1.0861], [-0.7824, -0.0253, 1.5479], [-1.7234, 0.0065, 2.6122], [-2.9204, 0.4571, 1.8839], [1.8126, 3.5472, -1.2180], [2.6473, 2.3085, -2.2486], [3.5213, 3.3874, -1.0484], [3.4689, 1.2133, -0.0386], [2.3265, 2.2120, 0.7884], [1.7110, -0.1884, 0.1792], [1.5532, 0.3273, -1.6032], [-0.2347, 2.0686, -1.0437], [-0.6731, 0.3390, -0.8046], [-1.1707, 2.0902, 1.0686], [0.5339, 1.5931, 1.6802], [-1.2393, -0.5872, 0.7819], [-1.7097, 0.8103, 3.3738], [-1.8743, -1.0673, 2.9991], [-3.5933, -0.2463, 1.7250], [-3.8834, 0.0292, -1.3868], [-4.6784, 0.5278, -1.7108], [-3.4724, 0.6451, -0.7558], [4.1135, -1.2876, -2.4890], [3.8986, -1.4966, -1.5796], [3.4949, -0.6814, -2.8044], [-3.9238, 2.2065, 0.0117], [-3.1166, 1.8849, 0.5095], [-3.8825, 3.1490, -0.0968], [-2.1620, -2.5864, -1.5717], [-2.7279, -3.2083, -1.9513], [-2.4898, -1.6914, -1.7950], [1.8030, -2.6153, 1.7345], [1.1156, -3.0682, 1.1724], [1.4165, -1.7488, 1.7603], [-1.0126, -3.6905, 0.6098], [-1.9833, -3.7606, 0.6451], [-0.9480, -3.0219, -0.0638], [3.2402, -1.5367, -0.0235], [4.2421, -1.5275, 0.1233], [3.2528, -2.4786, 0.2341]], "lowdin_charge": [-0.103, -0.303, -0.249, -0.151, -0.215, -0.071, -0.228, -0.141, 0.026, 0.124, 0.057, 0.109, 0.107, 0.091, 0.124, 0.100, 0.107, 0.096, 0.125, 0.116, 0.134, 0.146, 0.108, -0.095, 0.069, -0.018, -0.046, -0.044, -0.018, -0.074, 0.032, 0.049, -0.034, 0.020, 0.036, -0.071, 0.048, -0.001, -0.069, 0.044, -0.018, -0.105, 0.114, 0.068], "charge": 0, "gap_ev": 9.64}

***

#ii
{"formula": "C6H29NO8", "method": "wB97M-V/def2-TZVPD", "species": ["C", "C", "C", "C", "C", "N", "C", "H", "H", "H", "H", "H", "H", "H", "H", "H", "H", "H", "H", "H", "O", "H", "H", "O", "H", "H", "O", "H", "H", "O", "H", "H", "O", "H", "H", "O", "H", "H", "O", "H", "H", "O", "H", "H"], "xyz": [[0.1530, -0.2283, -0.2136], [0.6410, 0.7758, 0.5026], [0.9542, 0.5390, 2.0173], [-0.2459, 0.9606, 2.9626], [-1.4559, -0.0603, 2.7533], [0.6445, 2.0929, 0.1212], [1.7037, 3.0498, 0.3621], [-0.0635, -0.2123, -1.2102], [0.2795, -1.2132, 0.1023], [1.0350, -0.5584, 2.1792], [1.9024, 1.0027, 2.2818], [-0.5260, 2.0032, 2.8308], [0.0739, 0.7579, 3.9946], [-1.1558, -1.1113, 2.8867], [-2.2937, 0.2354, 3.4433], [-1.8353, 0.1142, 1.7340], [0.1674, 2.2715, -0.8455], [2.6162, 2.7783, 0.9289], [1.2710, 3.6722, 1.2229], [1.8664, 3.5913, -0.5909], [-3.2025, -0.2208, -0.4644], [-3.2585, 0.3016, -1.3080], [-2.4314, -0.8437, -0.5482], [-0.4976, -2.9167, 1.5196], [-0.4101, -1.9427, 1.8213], [-0.8127, -3.4209, 2.2800], [1.9005, -0.9535, -3.2059], [2.4793, -1.6540, -2.8550], [1.6012, -1.2198, -4.0489], [-3.0684, 2.5918, 1.3889], [-2.1724, 2.7614, 1.4188], [-3.1704, 1.9274, 0.7698], [3.3949, -2.6300, -1.2877], [3.2319, -3.4297, -0.7208], [2.4810, -2.2971, -1.2184], [0.3008, 1.1949, -2.9782], [0.9669, 1.3551, -3.6236], [0.7687, 0.4202, -2.4326], [1.4866, -4.1612, 0.4701], [0.8039, -4.1190, -0.2034], [1.1712, -3.7405, 1.2372], [-2.2865, 1.4075, -2.3270], [-1.3270, 1.3248, -2.4070], [-2.4932, 1.8788, -3.1961]], "lowdin_charge": [0.021, -0.343, -0.121, -0.191, -0.087, -0.059, -0.105, 0.005, 0.028, 0.100, 0.095, 0.087, 0.097, 0.043, 0.095, 0.046, 0.153, 0.079, 0.092, 0.090, -0.111, 0.015, 0.040, -0.097, 0.030, 0.067, -0.029, 0.033, 0.039, 0.014, -0.026, -0.029, -0.084, 0.048, 0.008, -0.105, 0.035, 0.074, -0.047, 0.044, -0.023, -0.092, -0.027, 0.099], "charge": 0, "gap_ev": 8.48}

***

Bottom line: #ii, by a margin of 0.227 eV.

***

#i
{"formula": "C5H11O2", "method": "wB97M-V/def2-TZVPD", "species": ["C", "C", "C", "O", "O", "H", "H", "H", "H", "H", "C", "C", "H", "H", "H", "H", "H", "H"], "xyz": [[0.8939, -1.2953, 0.3421], [1.2389, -2.2370, -0.7728], [2.2743, -0.4502, 0.7688], [1.8539, 0.6620, 1.1283], [3.3320, -1.0096, 0.6685], [0.1551, -0.5336, 0.1170], [0.6907, -1.7038, 1.3364], [2.2817, -2.5224, -0.6596], [1.1209, -1.6845, -1.7156], [0.4969, -3.0335, -0.7780], [-1.8353, 2.3282, 0.4482], [-1.7476, 1.1980, -0.6018], [-2.8689, 2.5559, 0.6863], [-1.3875, 1.9567, 1.3759], [-1.3260, 3.2146, 0.0850], [-1.8486, 1.4147, -1.6645], [-2.5050, 0.4567, -0.3553], [-0.8194, 0.6833, -0.4089]], "mulliken_spin": [0.289, 0.016, -0.024, 0.598, 0.124, -0.015, -0.007, 0.001, 0.000, 0.027, -0.001, 0.001, 0.000, 0.001, 0.000, 0.000, 0.000, -0.009], "charge": 0, "gap_ev": [11.40, 7.73], "spin_multiplicity": 2, "s2": 0.756}

***

#ii
{"formula": "C5H11O2", "method": "wB97M-V/def2-TZVPD", "species": ["C", "C", "H", "H", "H", "H", "H", "H", "C", "C", "C", "O", "O", "H", "H", "H", "H", "H"], "xyz": [[2.2534, 1.4986, -1.3923], [2.1155, 0.3576, -2.3862], [3.1347, 1.4312, -0.7399], [2.2421, 2.4931, -1.8356], [1.4574, 1.5766, -0.6448], [2.4189, -0.5874, -1.9261], [2.8148, 0.5086, -3.2180], [1.1000, 0.3047, -2.7726], [-0.6229, -1.2229, 0.4176], [-1.8728, -1.4219, -0.4450], [-0.7490, -0.0045, 1.3217], [-1.7198, -0.1246, 2.1858], [-0.0869, 1.0035, 1.2484], [-0.3198, -2.0948, 0.9985], [0.2010, -0.9474, -0.2452], [-1.9787, -0.5785, -1.1258], [-2.7886, -1.4739, 0.1421], [-1.7971, -2.3504, -1.0018]], "mulliken_spin": [0.001, 0.000, 0.000, 0.000, 0.000, 0.000, 0.000, 0.000, 0.008, 0.010, -0.013, 0.912, 0.070, -0.002, 0.017, 0.000, -0.004, 0.000], "charge": 0, "gap_ev": [11.73, 7.65], "spin_multiplicity": 2, "s2": 0.754}

***

#iii
{"formula": "C5H11O2", "method": "wB97M-V/def2-TZVPD", "species": ["C", "C", "O", "O", "H", "H", "H", "C", "C", "C", "H", "H", "H", "H", "H", "H", "H", "H"], "xyz": [[1.7016, -1.5799, -1.2257], [0.6191, -1.7323, -2.3339], [0.9430, -2.6353, -3.1985], [-0.4004, -1.0786, -2.2822], [1.9557, -0.5331, -1.1401], [2.6096, -2.0959, -1.5526], [1.3171, -2.1088, -0.3620], [-0.3510, 0.7261, 1.1614], [-1.7186, 0.4221, 1.7406], [-0.1852, 2.0909, 0.4766], [-0.0638, -0.0082, 0.4034], [0.4388, 0.5673, 1.9047], [-1.8433, 0.6576, 2.7954], [-2.4868, 0.8163, 1.0696], [0.7573, 1.9983, -0.0599], [-0.3005, 2.9425, 1.1384], [-2.0352, -0.6367, 1.7538], [-0.9573, 2.1875, -0.2889]], "mulliken_spin": [0.061, -0.012, 0.902, 0.029, 0.012, 0.009, 0.000, 0.001, 0.000, 0.000, -0.001, 0.000, 0.000, 0.000, 0.000, 0.000, 0.000, 0.000], "charge": 0, "gap_ev": [11.54, 7.45], "spin_multiplicity": 2, "s2": 0.754}

***

#iv
{"formula": "C5H11O2", "method": "wB97M-V/def2-TZVPD", "species": ["C", "C", "C", "O", "O", "H", "H", "H", "H", "H", "C", "C", "H", "H", "H", "H", "H", "H"], "xyz": [[0.8658, -1.9868, 1.8539], [-0.5899, -2.2975, 1.5030], [1.4355, -0.6844, 1.2647], [0.7068, 0.3043, 1.2204], [2.6836, -0.7917, 1.1281], [0.9837, -1.7938, 2.9220], [1.5797, -2.7818, 1.6359], [-1.1844, -1.3887, 1.5140], [-0.8572, -3.1271, 2.1465], [-0.6456, -2.5921, 0.4507], [-0.2400, 2.6832, -1.6295], [-1.0087, 1.5718, -2.3070], [0.3472, 2.3225, -0.7650], [0.4505, 3.2609, -2.2430], [-0.7938, 3.4327, -1.0577], [-1.4067, 0.7376, -1.7324], [-1.8495, 2.0712, -2.7885], [-0.4770, 1.0596, -3.1162]], "mulliken_spin": [0.091, 0.022, -0.009, 0.047, 0.839, -0.003, 0.002, -0.001, 0.010, 0.001, -0.001, 0.000, 0.001, 0.000, 0.000, 0.000, 0.000, 0.000], "charge": 0, "gap_ev": [11.40, 7.23], "spin_multiplicity": 2, "s2": 0.755}

***

Bottom line: #ii, by a margin of 0.236 eV.

***

#i
{"formula": "C4H3N5O2", "method": "wB97M-V/def2-TZVPD", "species": ["C", "C", "C", "C", "N", "N", "N", "N", "N", "O", "O", "H", "H", "H"], "xyz": [[-2.3076, 0.4563, 0.1974], [-0.9441, 0.1057, 0.0060], [-0.8407, -1.2895, -0.1430], [2.2023, 0.1882, -0.2702], [-3.0323, -0.5715, 0.0575], [1.2643, 0.8505, 0.0882], [-2.1009, -1.6243, -0.2350], [0.0213, 1.1041, -0.0732], [3.4265, -0.0466, 0.1433], [3.8306, -1.1542, 0.4602], [4.0883, 0.9890, -0.0631], [-2.8197, 1.3243, 0.4730], [-2.6720, -2.4344, -0.4163], [-0.1160, 2.1023, -0.2248]], "lowdin_charge": [-0.163, -0.256, -0.054, 0.039, 0.060, 0.132, -0.037, 0.094, -0.417, 0.110, 0.077, 0.095, 0.128, 0.192], "charge": 0, "gap_ev": [7.11, 6.64]}

***

#ii
{"formula": "C4H3N5O2", "method": "wB97M-V/def2-TZVPD", "species": ["C", "C", "C", "C", "N", "N", "N", "N", "N", "O", "O", "H", "H", "H"], "xyz": [[0.6421, -0.7572, -0.5004], [0.6814, 0.5504, 0.4949], [0.7675, -1.5392, 0.8846], [-0.8077, 0.3492, 0.4948], [0.7976, -0.2886, 1.6972], [-0.8119, -0.8461, -0.3571], [-0.6599, -1.6117, 0.9198], [-0.7173, -0.3829, 1.7262], [-0.9338, 2.0903, -2.1708], [-1.9785, 1.5469, -2.3199], [-0.4091, 2.7164, -1.3030], [1.0328, -0.9746, -1.5137], [1.1065, 1.5254, 0.5282], [1.2902, -2.3784, 1.4191]], "lowdin_charge": [-0.077, -0.151, -0.189, -0.135, 0.049, 0.034, 0.020, 0.058, -0.188, 0.108, 0.081, 0.131, 0.107, 0.152], "charge": 0, "gap_ev": [7.01, 8.51]}

***

Bottom line: #i, by a margin of 3.863 eV.

***

#i
{"formula": "C6H13N2", "method": "wB97M-V/def2-TZVPD", "species": ["C", "N", "C", "C", "C", "C", "C", "N", "H", "H", "H", "H", "H", "H", "H", "H", "H", "H", "H", "H", "H"], "xyz": [[-2.8612, -2.4693, -0.5925], [-2.1834, -1.3951, -0.5559], [-1.1942, -1.0061, 0.3009], [-0.8675, 0.3299, 0.3986], [0.3074, 0.8980, 1.0489], [1.4764, 0.6257, 0.0282], [2.8149, 0.8482, 0.7868], [1.3601, 1.5557, -1.1974], [-3.5915, -2.6000, -1.4188], [-2.9093, -3.2817, 0.1357], [-0.5132, -1.7287, 0.5109], [-1.4802, 1.0292, -0.2188], [0.3554, 1.9454, 1.4516], [0.4876, 0.3806, 1.9456], [1.5072, -0.4414, -0.3986], [3.6742, 0.5510, 0.1718], [3.0387, 0.3410, 1.7126], [3.1334, 1.9600, 0.7904], [1.6053, 2.5320, -0.7963], [2.0418, 1.2848, -2.0022], [0.3584, 1.5444, -1.4355]], "lowdin_charge": [0.002, -0.029, -0.148, -0.117, -0.173, -0.326, -0.060, 0.197, 0.086, 0.083, 0.089, 0.120, 0.149, 0.105, 0.172, 0.076, 0.090, 0.113, 0.200, 0.220, 0.149], "charge": 1, "gap_ev": 8.27}

***

#ii
{"formula": "C6H13N2", "method": "wB97M-V/def2-TZVPD", "species": ["C", "C", "C", "C", "C", "C", "N", "N", "H", "H", "H", "H", "H", "H", "H", "H", "H", "H", "H", "H", "H"], "xyz": [[0.5622, -0.8420, 0.2233], [1.2770, 1.3473, -0.0024], [-1.0517, 0.7535, -0.4502], [-1.9237, 1.5593, 0.3464], [2.9081, -0.5457, -0.1785], [-1.6707, -1.6599, 0.0346], [1.5764, -0.0118, 0.0864], [-0.6902, -0.5258, 0.0170], [0.8398, -1.9568, 0.2841], [1.6718, 1.9468, -0.8216], [0.8142, 1.7401, 0.9697], [-1.1315, 0.8650, -1.5585], [-1.5925, 1.8738, 1.2636], [-2.8907, 0.9515, 0.5900], [-2.1998, 2.4071, -0.2485], [3.0423, -1.0620, 0.7945], [2.8338, -1.3274, -1.0154], [3.6052, 0.3020, -0.3840], [-1.2025, -2.6672, -0.0654], [-2.4992, -1.4988, -0.7762], [-2.2782, -1.6489, 0.8911]], "lowdin_charge": [-0.076, 0.095, -0.151, -0.078, 0.000, 0.010, -0.213, -0.104, 0.195, 0.101, 0.121, 0.147, 0.052, 0.138, 0.091, 0.110, 0.125, 0.117, 0.106, 0.143, 0.068], "charge": 1, "gap_ev": [8.21, 8.15]}

***

Bottom line: #i, by a margin of 1.078 eV.

***

#i
{"formula": "C5H12N2O2", "method": "wB97M-V/def2-TZVPD", "species": ["C", "C", "C", "O", "N", "H", "H", "H", "H", "H", "H", "H", "C", "C", "O", "N", "H", "H", "H", "H", "H"], "xyz": [[2.4347, 0.6468, 0.7847], [0.8133, -1.2596, -1.1764], [-0.0080, -0.9768, 0.0415], [1.0525, 0.4697, 0.9073], [-0.3795, -1.8225, 0.8717], [-0.8428, -1.4993, 1.7129], [2.9583, -0.1294, 1.3597], [2.7352, 1.6156, 1.2037], [2.7798, 0.5991, -0.2575], [1.1464, -0.3416, -1.6513], [1.6807, -1.8478, -0.8771], [0.2154, -1.8321, -1.8846], [-2.3673, 0.3520, 0.5173], [-1.1483, 0.5110, -0.3639], [-1.4907, 0.2760, -1.7058], [-0.2697, 1.5057, -0.1690], [-0.9214, 0.8384, -2.2464], [-0.3763, 1.9484, 0.7365], [-2.8353, -0.6155, 0.3396], [-2.0844, 0.4266, 1.5681], [-3.0925, 1.1352, 0.2891]], "lowdin_charge": [-0.176, -0.039, -0.323, -0.266, 0.169, 0.066, 0.085, 0.078, 0.070, 0.075, 0.094, 0.091, -0.022, -0.576, 0.000, 0.218, 0.103, 0.094, 0.088, 0.084, 0.088], "charge": 0, "gap_ev": [7.45, 7.45]}

***

#ii
{"formula": "C5H12N2O2", "method": "wB97M-V/def2-TZVPD", "species": ["C", "C", "C", "C", "N", "N", "C", "O", "O", "H", "H", "H", "H", "H", "H", "H", "H", "H", "H", "H", "H"], "xyz": [[-0.9114, 0.0812, -0.0721], [-1.3546, 1.4483, 0.3851], [-1.3712, -0.3078, -1.4519], [1.8050, -0.4234, -1.0285], [-0.7972, -0.8709, 0.8956], [0.9984, 0.2805, -0.0363], [0.8074, -0.5957, 1.3548], [0.7923, 0.4034, 2.3350], [1.4445, -1.6293, 1.5165], [0.9607, -0.0543, 3.1687], [-0.7781, -1.8124, 0.5160], [1.3700, 1.2102, 0.1495], [-2.4362, 1.4077, 0.5478], [-1.1417, 2.2059, -0.3672], [-0.8853, 1.7191, 1.3266], [-0.9203, -1.2445, -1.7792], [-1.1437, 0.4760, -2.1759], [-2.4562, -0.4416, -1.4329], [2.8485, -0.4928, -0.7192], [1.7374, 0.0806, -1.9958], [1.4317, -1.4403, -1.1366]], "lowdin_charge": [-0.439, -0.032, -0.028, -0.082, 0.099, 0.007, -0.676, 0.025, 0.004, 0.111, 0.101, 0.132, 0.096, 0.083, 0.074, 0.080, 0.087, 0.096, 0.091, 0.085, 0.084], "charge": 0, "gap_ev": 9.56}

***

#iii
{"formula": "C5H12N2O2", "method": "wB97M-V/def2-TZVPD", "species": ["N", "N", "C", "O", "C", "O", "H", "H", "H", "H", "H", "H", "C", "C", "C", "H", "H", "H", "H", "H", "H"], "xyz": [[-0.2867, -2.4296, 0.9499], [0.5796, -1.3746, 0.5956], [0.2786, -0.0858, 1.0207], [-0.0462, 0.1703, 2.1892], [1.4791, 0.9485, 0.5103], [1.2151, 2.1861, 1.0858], [0.2442, -3.1994, 1.3498], [-0.9844, -2.1648, 1.6468], [1.5203, -1.5881, 0.2882], [2.3812, 0.4833, 0.9402], [1.6543, 1.0543, -0.5595], [0.6996, 1.9760, 1.8921], [-1.6042, 0.2296, -0.0944], [-0.8611, 0.9116, -1.0095], [-0.4566, 0.3409, -2.3214], [-2.0418, -0.7255, -0.3732], [-2.1221, 0.7519, 0.6886], [-0.5531, 1.9250, -0.7944], [0.5986, 0.5248, -2.5573], [-0.6299, -0.7431, -2.3467], [-1.0645, 0.8085, -3.1006]], "lowdin_charge": [0.022, -0.061, -0.503, -0.004, -0.195, -0.070, 0.077, 0.084, 0.144, 0.116, 0.097, 0.088, -0.019, -0.206, -0.086, 0.083, 0.084, 0.108, 0.073, 0.085, 0.084], "charge": 0, "gap_ev": 8.90}

***

Bottom line: #ii, by a margin of 2.082 eV.